1.
C37H46F15O14P | ωB97M-V/def2-TZVPD

- E (eV) = -117831.227
- max |F| (eV Å⁻¹) = 2.47
- lowest unoccupied orbital energy (eV) = -1.1942
- SMILES = CCOCCOc1cccc2c1C(=O)C=C(P(C)CC)C2=O.CCOC(=O)C(F)(F)F.CCOC(=O)C(F)(F)F.CCOC(=O)C(F)(F)F.CCOC(=O)C(F)(F)F.CCOC(=O)C(F)(F)F
- gap between HOMO and LUMO (Ha) = 0.265
- net charge = 0

Each line ends with the Mulliken charge.
Element x y z (Å)
C (0.015860, 1.967965, -2.080767)  -0.56
C (0.335209, 2.094667, -3.583372)  0.23
O (0.692906, 3.430281, -3.921292)  -0.33
C (1.098603, 3.494571, -5.266673)  -0.71
C (2.432294, 4.201573, -5.447861)  -0.57
O (3.455192, 3.598593, -4.618134)  -0.38
C (4.589685, 3.351902, -5.358485)  0.09
C (5.291387, 4.437191, -5.827857)  -0.08
C (6.405890, 4.236613, -6.598634)  -0.66
C (6.793761, 2.957186, -6.880081)  -0.47
C (6.142984, 1.873894, -6.399949)  0.08
C (4.999163, 2.063245, -5.608025)  0.26
C (4.287922, 0.857706, -5.076480)  0.10
O (3.412324, 0.945846, -4.225787)  -0.60
C (4.677909, -0.502537, -5.561049)  -0.08
C (5.761493, -0.688077, -6.313217)  0.30
P (6.171140, -2.408921, -6.875131)  0.08
C (6.161744, -3.391046, -5.308903)  -1.09
C (4.669034, -2.980524, -7.783792)  -0.62
C (4.467443, -2.092997, -9.035417)  -1.13
C (6.610571, 0.475935, -6.702819)  0.07
O (7.695699, 0.325271, -7.239202)  -0.61
H (0.723373, 1.269365, -1.636343)  0.33
H (-1.001128, 1.602742, -1.963893)  0.24
H (0.185682, 2.943995, -1.628257)  -0.21
H (1.184569, 1.432913, -3.783509)  0.01
H (-0.484790, 1.698277, -4.197214)  0.28
H (0.371153, 4.069691, -5.860452)  0.33
H (1.185269, 2.516415, -5.751065)  0.38
H (2.679366, 4.123841, -6.508981)  0.44
H (2.374281, 5.252947, -5.151902)  0.33
H (4.942798, 5.430075, -5.578909)  0.47
H (6.920854, 5.107881, -6.979302)  0.41
H (7.662175, 2.826044, -7.516270)  0.50
H (4.061404, -1.340943, -5.255594)  0.41
H (6.548639, -2.826648, -4.458056)  0.35
H (5.146064, -3.693756, -5.023720)  0.31
H (6.759185, -4.297838, -5.399109)  0.37
H (3.763884, -2.930822, -7.168200)  0.36
H (4.850247, -4.019888, -8.061130)  0.49
H (3.986712, -2.659567, -9.831448)  0.36
H (5.399638, -1.635183, -9.370620)  0.31
H (3.795714, -1.277588, -8.755389)  0.26
C (1.587598, 4.944173, 0.392956)  -1.01
C (1.145570, 6.268337, 0.975571)  -0.28
O (-0.229786, 6.209460, 1.403273)  -0.33
C (-0.450326, 5.681410, 2.596678)  0.40
O (0.384720, 5.253237, 3.338139)  -0.52
C (-1.955706, 5.743589, 2.906928)  0.88
F (-2.692221, 5.375388, 1.854371)  -0.25
F (-2.321449, 6.991556, 3.230869)  -0.27
F (-2.299417, 4.951686, 3.925189)  -0.22
H (0.916769, 4.638324, -0.409014)  0.14
H (2.600102, 5.018457, -0.002028)  0.42
H (1.567791, 4.157890, 1.147876)  0.35
H (1.190345, 7.046404, 0.216235)  0.34
H (1.788513, 6.579741, 1.798064)  0.33
C (-0.630234, 4.688192, 6.946064)  -1.03
C (-0.415803, 3.200625, 6.779826)  -0.19
O (0.837679, 2.788160, 7.358960)  -0.35
C (0.831953, 2.571777, 8.665903)  0.33
O (-0.107892, 2.687462, 9.395128)  -0.51
C (2.218998, 2.095315, 9.119531)  0.91
F (3.198059, 2.820268, 8.567399)  -0.25
F (2.415855, 0.816002, 8.768670)  -0.25
F (2.351929, 2.177592, 10.440671)  -0.24
H (0.213913, 5.243169, 6.535501)  0.26
H (-1.539209, 5.001254, 6.435075)  0.27
H (-0.713096, 4.958864, 7.999228)  0.41
H (-0.356799, 2.950089, 5.722433)  0.31
H (-1.238476, 2.626279, 7.204542)  0.34
C (-4.799398, -1.980878, 0.384168)  -1.15
C (-4.011893, -1.212606, 1.423233)  0.14
O (-2.618989, -1.583902, 1.392047)  -0.35
C (-1.873054, -0.979665, 0.480595)  0.37
O (-2.246813, -0.163847, -0.309003)  -0.53
C (-0.416292, -1.446175, 0.612155)  0.91
F (-0.332497, -2.772394, 0.773298)  -0.25
F (0.168776, -0.872730, 1.673235)  -0.27
F (0.295952, -1.126174, -0.465032)  -0.24
H (-4.652307, -3.047053, 0.511499)  0.21
H (-5.862572, -1.756814, 0.467283)  0.40
H (-4.469557, -1.727830, -0.624338)  0.40
H (-4.367151, -1.459926, 2.421340)  -0.06
H (-4.123321, -0.136063, 1.299437)  0.37
C (-3.775103, -9.471498, 1.100052)  -1.11
C (-4.144837, -8.294323, 1.976598)  -0.23
O (-4.459639, -7.136895, 1.180854)  -0.27
C (-5.693971, -7.081428, 0.697208)  0.30
O (-6.550927, -7.896398, 0.861459)  -0.51
C (-5.886372, -5.773193, -0.080951)  0.95
F (-4.844925, -5.507778, -0.880185)  -0.26
F (-6.018721, -4.736940, 0.761404)  -0.22
F (-6.971710, -5.811007, -0.847145)  -0.26
H (-2.962717, -9.203134, 0.423755)  0.30
H (-3.461282, -10.317144, 1.711125)  0.37
H (-4.619465, -9.782964, 0.485242)  0.32
H (-3.297975, -8.009620, 2.597909)  0.31
H (-4.972473, -8.534089, 2.643088)  0.32
C (-4.186108, -2.064879, 8.265326)  -1.11
C (-3.832245, -3.108707, 7.228159)  -0.23
O (-4.959621, -3.395044, 6.377266)  -0.31
C (-5.156269, -2.555765, 5.371674)  0.35
O (-4.489628, -1.597183, 5.115292)  -0.53
C (-6.355140, -3.018510, 4.531913)  0.93
F (-7.384927, -3.388859, 5.298296)  -0.26
F (-6.017380, -4.068562, 3.769841)  -0.23
F (-6.779873, -2.050694, 3.721833)  -0.24
H (-5.063381, -2.374499, 8.834388)  0.30
H (-3.354355, -1.914332, 8.952575)  0.38
H (-4.424408, -1.110457, 7.795952)  0.31
H (-3.577514, -4.048303, 7.714235)  0.32
H (-2.972600, -2.806727, 6.631172)  0.32

Forces on the atoms, in the same order (eV/Å):
0.3 0.2 -0.9
0.4 -0.9 0.7
-0.1 -0.4 -0.4
0.3 0.6 -0.4
-0.2 0.1 0.8
0.0 -0.2 -1.0
-1.2 0.3 1.2
0.1 0.5 0.0
-0.4 1.0 0.1
2.0 0.2 -1.4
-1.3 -1.2 0.8
0.3 -1.3 -0.2
-0.9 0.1 1.0
0.6 -0.3 -0.6
0.3 0.9 -0.2
-0.7 -0.6 0.0
1.5 -0.3 -0.5
-0.8 0.1 0.4
-0.2 0.8 0.1
-0.3 0.0 0.7
1.2 0.3 -0.5
-0.7 -0.1 0.2
-0.2 0.0 0.2
0.0 0.2 0.4
-0.3 -0.1 0.1
0.0 0.2 -0.2
-0.2 0.5 0.0
0.0 -0.1 0.1
-0.1 -0.2 0.4
0.2 0.1 0.0
-0.2 0.0 -0.1
0.0 0.0 0.0
0.2 -0.2 -0.1
0.0 -0.3 0.1
-0.1 0.2 0.2
0.1 0.1 -0.2
0.1 0.0 0.0
0.0 0.1 -0.2
0.1 -0.2 0.0
0.1 0.0 0.1
0.1 0.1 -0.1
0.0 -0.2 -0.2
0.1 0.0 -0.2
-0.2 -0.2 0.1
0.6 0.0 -0.3
-0.3 0.2 0.1
0.6 0.1 -0.4
-0.3 -0.1 0.3
-0.9 -0.1 0.1
0.2 0.0 -0.1
0.3 0.1 0.0
0.4 0.0 0.0
0.1 0.1 -0.1
0.0 0.0 0.0
0.1 0.0 0.0
-0.3 0.0 0.0
-0.2 -0.1 0.2
0.2 0.1 0.3
-0.5 0.3 -0.4
0.2 -0.2 0.1
-0.5 0.2 -0.5
0.2 -0.1 0.3
0.6 -0.1 0.3
-0.1 0.1 -0.1
-0.2 0.0 -0.1
-0.2 0.0 0.0
-0.1 0.0 -0.1
0.0 0.0 0.0
-0.1 -0.1 0.0
0.3 -0.1 0.0
0.1 0.0 0.2
0.3 0.1 -0.3
-0.7 0.0 0.1
0.3 0.0 0.1
-0.7 0.1 0.2
0.3 0.0 -0.2
0.6 -0.3 -0.1
-0.1 0.0 0.0
-0.2 0.1 0.0
-0.2 0.1 -0.1
0.0 0.0 0.1
0.0 0.0 0.1
-0.1 0.1 0.0
0.3 -0.1 0.1
0.2 0.0 -0.1
-0.1 0.1 -0.3
0.3 -0.5 0.3
-0.1 0.3 0.0
0.3 -0.4 0.4
-0.2 0.1 -0.2
-0.1 0.6 -0.6
0.1 -0.1 0.1
-0.1 -0.3 0.2
-0.1 -0.2 0.1
0.1 0.0 0.1
0.0 0.0 0.0
0.0 0.0 0.1
0.0 0.2 -0.1
-0.1 0.1 -0.2
-0.3 0.2 -0.1
0.4 0.1 0.5
-0.1 -0.1 -0.2
0.5 -0.1 0.5
-0.2 0.1 -0.3
-0.6 -0.1 -0.3
0.1 0.0 0.1
0.2 0.0 0.1
0.2 0.1 0.0
0.1 -0.1 0.1
0.0 0.0 0.0
0.1 0.0 0.0
-0.2 -0.1 -0.1
-0.2 0.1 -0.2


2.
CH3PS | ωB97M-V/def2-TZVPD

- E (eV) = -21206.319
- max |F| (eV Å⁻¹) = 4.06
- lowest unoccupied orbital energy (spin up / spin down) (eV) = -1.3298 / -1.5800
- gap between HOMO and LUMO (spin up / spin down) (Ha) = 0.266 / 0.221
- net charge = 0

Each line ends with the Mulliken charge.
Element x y z (Å)
C (0.226914, 0.100274, 0.181693)  -1.08
P (3.104065, -0.985489, -0.413328)  0.18
S (3.940928, 0.601314, 0.316584)  -0.17
H (0.734866, 0.849946, 0.863025)  0.31
H (-0.176428, 0.224632, -0.763274)  0.36
H (0.065384, -0.725659, 0.733499)  0.39

Forces on the atoms, in the same order (eV/Å):
2.6 2.6 1.7
0.2 1.6 0.7
-0.5 -1.3 -0.6
-0.7 -0.4 -1.7
-0.5 0.6 -1.5
-0.9 -3.0 1.3


3.
C22H53NO12S | ωB97M-V/def2-TZVPD

- E (eV) = -60563.406
- max |F| (eV Å⁻¹) = 1.05
- lowest unoccupied orbital energy (eV) = 0.4463
- gap between HOMO and LUMO (Ha) = 0.346
- net charge = 0

Each line ends with the Mulliken charge.
Element x y z (Å)
C (1.803471, -0.885621, -1.561734)  -0.63
C (0.871131, -0.523579, -2.702682)  0.16
O (0.299307, 0.556002, -2.727748)  -0.47
N (0.738198, -1.464100, -3.707928)  0.01
C (-0.587230, -1.628759, -4.302638)  -0.84
C (-1.475725, -2.720066, -3.665249)  -0.84
C (-1.054641, -3.216349, -2.282639)  -0.24
C (-0.067640, -4.401954, -2.277632)  -0.56
O (0.441343, -4.681936, -3.619539)  -0.31
S (1.962883, -5.286146, -3.567707)  0.63
O (2.186081, -5.756844, -4.910773)  -0.53
O (2.793541, -3.882036, -3.471853)  -0.43
H (1.336842, -0.643450, -0.613335)  0.23
H (2.772112, -0.405856, -1.673633)  0.50
H (2.000684, -1.958369, -1.569204)  0.23
H (1.198119, -2.329799, -3.480903)  -0.01
H (-0.444813, -1.884813, -5.353074)  0.40
H (-1.078873, -0.661993, -4.306681)  0.42
H (-2.470769, -2.288816, -3.551296)  0.47
H (-1.597719, -3.554722, -4.349000)  0.45
H (-0.662751, -2.424062, -1.650231)  -0.10
H (-1.958038, -3.570635, -1.788220)  0.61
H (-0.537022, -5.313467, -1.919725)  0.35
H (0.777861, -4.156315, -1.633704)  0.35
H (2.881070, -3.500750, -4.360353)  0.33
C (4.018061, 3.743222, -5.101308)  -0.73
O (4.609166, 4.014383, -3.843024)  -0.37
C (4.222661, 5.262973, -3.292970)  -0.48
C (3.094784, 5.130382, -2.290052)  -0.43
O (1.901302, 4.650541, -2.878679)  -0.40
C (1.709503, 3.251353, -2.718702)  -0.80
H (4.097527, 2.671822, -5.279993)  0.24
H (2.964020, 4.025504, -5.125640)  0.32
H (4.552385, 4.274247, -5.896927)  0.32
H (3.940977, 5.960306, -4.088412)  0.31
H (5.098512, 5.673468, -2.781087)  0.37
H (2.878191, 6.122517, -1.881390)  0.39
H (3.399811, 4.484388, -1.459892)  0.29
H (1.318191, 3.034841, -1.720072)  0.33
H (2.636995, 2.694637, -2.869250)  0.33
H (0.980547, 2.921912, -3.453565)  0.27
C (6.600369, 0.286015, 1.420296)  -0.65
O (6.452749, -0.621605, 2.498871)  -0.38
C (5.191806, -0.541357, 3.140294)  -0.51
C (4.225841, -1.600175, 2.650616)  -0.55
O (3.907189, -1.447395, 1.276628)  -0.20
C (4.674245, -2.284979, 0.427429)  -0.84
H (7.426567, -0.064802, 0.803924)  0.25
H (5.699993, 0.339184, 0.805053)  0.24
H (6.839825, 1.287234, 1.793674)  0.32
H (4.759250, 0.455802, 3.010733)  0.32
H (5.362844, -0.696780, 4.209624)  0.38
H (3.291568, -1.501653, 3.211459)  0.35
H (4.627961, -2.600269, 2.840654)  0.36
H (4.256098, -3.298219, 0.422862)  0.28
H (5.721518, -2.332153, 0.729766)  0.46
H (4.619371, -1.880334, -0.582331)  0.19
C (-3.436398, 1.098878, 2.134626)  -0.76
O (-2.600513, 1.701535, 1.160465)  -0.41
C (-1.700079, 0.795145, 0.547394)  -0.66
C (-2.203756, 0.286747, -0.786341)  0.85
O (-3.398266, -0.476634, -0.660452)  -0.40
C (-4.573876, 0.268753, -0.920446)  -0.84
H (-4.286256, 1.757748, 2.303140)  0.23
H (-3.807960, 0.125093, 1.807474)  0.32
H (-2.897176, 0.978513, 3.079087)  0.36
H (-1.488639, -0.044678, 1.219204)  0.36
H (-0.763672, 1.334796, 0.376213)  0.36
H (-1.447096, -0.372066, -1.211923)  -0.86
H (-2.348558, 1.116782, -1.482906)  0.34
H (-4.735133, 0.364988, -2.000102)  0.32
H (-4.531283, 1.264320, -0.475320)  0.37
H (-5.413652, -0.274161, -0.487890)  0.28
C (-5.740877, -0.361720, 7.825963)  -0.68
O (-6.814970, 0.352521, 7.240459)  -0.38
C (-6.419139, 1.561158, 6.614717)  -0.60
C (-6.240355, 1.406929, 5.118709)  -0.47
O (-5.193603, 0.509332, 4.787093)  -0.24
C (-5.646523, -0.799943, 4.488094)  -0.90
H (-6.070309, -1.388610, 7.976894)  0.25
H (-4.856548, -0.366188, 7.185734)  0.28
H (-5.479081, 0.070696, 8.797614)  0.32
H (-5.499792, 1.944047, 7.068986)  0.34
H (-7.212526, 2.292423, 6.795032)  0.38
H (-5.972644, 2.382334, 4.700808)  0.36
H (-7.178680, 1.088360, 4.653735)  0.37
H (-6.024967, -0.847253, 3.460660)  0.30
H (-6.429766, -1.127136, 5.173943)  0.47
H (-4.795152, -1.473278, 4.578228)  0.23

Forces on the atoms, in the same order (eV/Å):
0.0 -0.7 -0.5
0.2 0.7 -0.1
0.0 -0.6 0.0
-0.5 0.2 0.9
0.4 -0.3 -0.9
-0.2 0.5 0.3
-0.2 -0.7 -0.1
0.1 0.4 -0.3
0.4 0.0 0.4
-0.1 0.3 -0.5
-0.1 -0.2 0.0
-0.1 0.0 0.4
0.1 0.3 0.1
-0.1 0.3 0.1
0.1 -0.1 0.1
0.0 -0.1 -0.1
0.0 0.0 -0.1
0.1 0.1 0.3
-0.1 0.0 0.0
0.1 -0.1 0.0
0.0 0.2 -0.1
0.0 0.1 0.1
0.0 -0.1 0.1
0.0 -0.1 0.1
0.0 -0.1 -0.2
0.1 0.0 0.0
-0.1 0.0 0.0
0.2 -0.1 0.1
-0.2 0.1 0.0
0.2 -0.1 -0.1
-0.1 0.1 0.1
0.0 0.0 0.0
0.0 0.0 0.0
0.0 0.0 0.0
0.0 0.0 0.0
0.0 0.0 0.0
0.0 0.0 0.0
0.0 0.0 0.0
0.0 -0.1 0.0
0.0 0.0 0.0
0.0 0.0 0.0
0.1 0.0 0.0
-0.1 -0.1 -0.1
0.2 0.0 0.1
-0.2 0.1 0.0
0.2 0.0 -0.1
-0.1 -0.1 0.0
0.0 0.0 0.0
0.0 0.0 0.0
0.0 0.0 0.0
0.0 0.0 0.0
0.0 0.0 0.0
0.0 0.0 0.0
0.0 0.0 0.0
0.1 0.0 0.0
0.0 0.0 0.0
0.0 0.0 0.0
0.1 0.1 0.1
-0.1 -0.1 -0.1
0.1 0.2 0.0
-0.1 -0.2 0.0
0.0 0.1 0.1
0.0 -0.1 -0.1
0.0 0.0 0.0
0.0 0.0 0.0
0.0 0.0 0.0
0.0 0.0 0.0
0.0 0.0 0.0
0.0 0.1 0.0
0.0 0.0 0.0
0.0 0.1 0.0
0.0 0.0 0.0
0.0 0.0 0.0
0.0 0.0 0.1
0.1 -0.1 -0.1
-0.2 0.0 0.1
0.2 0.1 -0.1
-0.1 -0.1 0.1
0.0 0.0 -0.1
0.0 0.0 0.0
0.0 0.0 0.0
0.1 0.0 0.0
0.0 0.0 0.0
0.0 0.0 0.0
0.0 0.0 0.0
0.0 0.0 0.0
0.0 0.0 0.0
0.0 0.0 0.0
0.0 0.0 0.0